Here is a 11-piece molecular cluster, C44H121N11O11 overall at a distorted geometry from the OMol25 dataset. Energies are from ωB97M-V/def2-TZVPD.

As for the gap between HOMO and LUMO: 0.3304 Eh. The value obtained for the largest force on an atom is 0.0779 hartree/bohr. As for the energy above the lowest of the compared OMol25 structures with the same formula, charge and spin: 158.0 kcal per mole. The calculated total energy comes out at -3178.53643 hartree. The SMILES is COC[C@H](C)N.COC[C@H](C)N.COC[C@H](C)N.COC[C@H](C)N.COC[C@H](C)N.COC[C@H](C)N.COC[C@H](C)N.COC[C@H](C)N.COC[C@H](C)N.COC[C@H](C)N.COC[C@H](C)N. Its total charge is 0. As for the highest occupied orbital energy: -8.762 eV.

The geometry in XYZ format:
```
187
Properties=species:S:1:pos:R:3:forces:R:3:lowdin_charge:R:1
C 3.12989 15.01992 19.01605 1.4138 0.0006 0.7269 -0.0667
C 3.83530 15.87527 17.95356 -1.1317 0.1820 -0.3697 -0.4068
C 4.30208 15.11532 16.69966 0.1881 -0.8125 -0.1683 -0.1948
O 5.31946 14.16044 17.05674 -0.1083 0.2216 -0.2883 -0.2003
C 5.53465 13.18797 16.02863 -0.4704 -0.0959 0.8354 -0.1053
N 2.91055 16.98502 17.69516 -0.2974 0.6811 -1.1732 0.0158
H 2.20050 14.48710 18.81498 0.3974 -0.3650 -1.0990 0.0818
H 2.75202 15.67767 19.79878 0.6117 0.2693 0.3323 0.0662
H 3.92206 14.39146 19.42300 -0.5152 -0.5211 0.3906 0.0737
H 4.74504 16.36508 18.30081 0.0791 -0.4349 0.7319 0.1312
H 4.73561 15.71494 15.89927 -0.0730 0.7818 0.2072 0.1221
H 3.48323 14.58935 16.20881 -0.4727 -0.2317 0.1770 0.1159
H 4.63917 12.56821 15.98264 -0.1172 -0.1923 -0.2763 0.0828
H 6.36201 12.54174 16.32181 0.0277 0.2283 0.1322 0.0869
H 5.73893 13.58374 15.03377 0.0226 0.4367 0.0148 0.0830
H 2.34311 16.86749 16.86793 0.2115 -0.1488 -0.4274 0.0624
H 2.21210 17.05347 18.42151 0.2460 0.0000 0.2642 0.0519
C 9.84778 17.14051 20.43871 0.8595 0.2853 -0.9635 -0.0561
C 11.22652 16.88217 19.76035 -0.5635 1.7131 1.5834 -0.4161
C 12.09320 18.20822 19.83618 -0.8650 0.1505 -1.7922 -0.1694
O 13.32919 18.09896 19.09797 -2.2188 -3.1341 1.1457 -0.1982
C 14.03863 19.23764 19.03523 0.9158 1.4027 -0.3601 -0.1705
N 11.89952 15.81779 20.45320 1.0524 -0.7033 -1.0468 0.0335
H 9.39275 17.98820 19.92638 -0.1743 0.2090 0.3807 0.0707
H 10.05610 17.34645 21.48861 -0.2787 0.2279 0.0447 0.0718
H 9.13421 16.31902 20.37480 0.3681 -0.2220 -0.0863 0.0729
H 11.13042 16.62466 18.70557 -0.0660 -0.0864 0.0121 0.1358
H 12.21145 18.61432 20.84077 0.4328 -0.4682 0.4179 0.1233
H 11.55331 18.99363 19.30725 -0.4910 0.2264 -0.0892 0.1123
H 14.94056 18.97172 18.48396 0.2888 0.4052 0.2827 0.0966
H 14.22840 19.63523 20.03222 0.4652 0.1952 0.1338 0.0908
H 13.51181 20.00403 18.46671 -0.1404 0.3647 -0.1574 0.0868
H 12.06277 15.96263 21.43934 -0.4422 0.3912 0.2737 0.0675
H 12.80705 15.97357 20.03818 0.8920 -1.0536 0.2128 0.0584
C 7.28127 12.19138 23.10516 -1.0154 0.4293 1.1317 -0.0922
C 8.72241 11.81632 23.20620 0.8921 -1.1215 0.9184 -0.4398
C 8.94206 10.92522 24.50546 -0.2828 0.9373 -0.0626 -0.1869
O 10.30721 10.69802 24.80054 1.1405 -0.5053 -0.7313 -0.2102
C 10.70110 9.79510 25.84975 -0.9766 0.7547 -0.2507 -0.0873
N 8.91123 11.02733 22.02219 0.4967 -1.0242 -1.0822 0.0223
H 7.02279 12.83611 22.26516 0.2689 -0.1438 -0.1630 0.0796
H 6.92769 12.70113 24.00140 -0.0256 0.1481 0.1165 0.0749
H 6.73125 11.25349 23.02812 -0.2091 0.1112 -0.1597 0.0839
H 9.40411 12.66680 23.21496 0.0170 0.2832 0.4419 0.1326
H 8.32557 10.03359 24.39132 0.2925 -0.5000 -0.2257 0.1219
H 8.52525 11.44269 25.36951 -0.2971 0.3790 0.0980 0.1134
H 10.46289 8.75117 25.64588 -0.2549 -0.0327 -0.1875 0.0808
H 10.20985 10.11725 26.76789 -0.1220 -0.1950 0.2641 0.0802
H 11.77526 9.84964 26.02670 -0.0261 0.3234 -0.4247 0.0800
H 9.79600 10.55586 21.89975 0.2772 0.1707 0.4077 0.0709
H 8.78306 11.59971 21.19995 -0.0776 0.0072 -0.1205 0.0752
C 14.45457 13.78568 11.14035 1.0437 1.9293 -0.5321 -0.0155
C 15.52914 14.99503 11.12625 -1.1655 -0.4234 -1.2311 -0.4285
C 15.48807 15.87416 12.33248 -1.2106 -0.2983 1.1978 -0.2232
O 14.14052 16.26572 12.61434 0.5627 -1.2590 -0.6085 -0.1842
C 14.00598 16.85473 13.85974 -0.3736 1.6701 -0.0932 -0.1373
N 16.86013 14.50775 10.85056 0.9440 -0.6401 0.4563 0.0192
H 13.41358 14.10878 11.14733 0.1962 0.4035 0.3319 0.0637
H 14.64199 13.18699 12.03171 0.0485 -0.2149 -0.1509 0.0690
H 14.53836 13.23126 10.20563 0.4428 -0.2760 0.2334 0.0660
H 15.48378 15.71634 10.31032 -1.4532 -0.2935 -0.5382 0.1316
H 16.08618 16.77830 12.21898 0.3576 0.0400 -0.1046 0.1277
H 15.87006 15.27428 13.15853 0.1750 0.0852 0.5425 0.1213
H 14.51322 16.37392 14.69619 -0.1232 -0.4507 -0.0450 0.0863
H 12.94372 17.02888 14.03111 -0.0377 -0.5147 0.2778 0.0906
H 14.39439 17.86976 13.77643 0.4258 0.3564 0.3508 0.0820
H 17.13265 13.71710 11.41687 -0.2461 -0.3901 0.2190 0.0662
H 17.50020 15.22752 11.15443 0.4017 0.2591 -0.2823 0.0647
C 15.76838 13.39288 23.40977 0.4713 1.2016 1.0054 -0.0671
C 14.64571 12.70111 24.24066 1.6802 1.9288 -1.0025 -0.4289
C 13.92762 13.68469 25.21190 0.4245 0.5155 -0.5648 -0.1745
O 13.24878 14.72948 24.46927 0.6012 -1.2715 0.0350 -0.2050
C 12.62890 15.76037 25.20612 0.7755 -0.2423 -0.0953 -0.1087
N 13.80370 12.16708 23.21848 -0.7994 -0.9426 0.8434 0.0420
H 15.39525 14.01023 22.59260 -0.4978 -0.3521 -0.1949 0.0687
H 16.55217 12.75405 23.00274 -0.3315 -0.3595 0.1459 0.0719
H 16.26747 14.16544 23.99472 0.3271 -0.1396 0.4038 0.0671
H 15.13456 11.94053 24.84947 -0.2623 -0.2639 0.1151 0.1306
H 14.70494 14.08679 25.86166 0.1734 0.5316 0.0517 0.1125
H 13.27524 13.15618 25.90701 -0.6079 -0.1853 -0.2529 0.1151
H 11.72612 15.42100 25.71397 -0.1139 0.0265 0.0498 0.0862
H 12.41786 16.55188 24.48705 -0.2748 -0.0592 0.0725 0.0808
H 13.34587 16.16462 25.92071 -0.0755 0.1257 0.3422 0.0834
H 13.65187 12.92336 22.56649 -0.5308 -0.0668 -0.0847 0.0631
H 12.96867 12.00944 23.76434 -1.0460 -0.4614 -0.9383 0.0623
C 10.89396 10.27891 8.19101 0.9296 0.7375 0.9279 -0.0828
C 11.22447 8.82135 8.43269 -0.9225 1.2830 -0.3500 -0.4249
C 10.66843 8.42300 9.82912 1.1424 -0.3270 -0.2634 -0.2151
O 11.33093 9.02252 10.94133 -0.1185 0.3503 -0.2907 -0.1919
C 10.77192 8.54845 12.17051 0.9871 -0.8178 -0.7988 -0.0948
N 10.52550 8.00694 7.42758 -0.5031 -0.9496 1.2509 0.0287
H 11.54644 10.77150 8.91194 0.2573 0.8099 -0.4097 0.0732
H 9.90794 10.63387 8.49078 -0.3776 -0.6042 -0.1408 0.0806
H 11.06965 10.57965 7.15816 0.2819 0.1379 0.1316 0.0765
H 12.30477 8.70008 8.35307 0.0018 -0.2299 0.2297 0.1363
H 10.79185 7.34018 9.84808 -0.2777 -0.3411 0.4059 0.1240
H 9.61637 8.69983 9.89723 -0.3245 -0.1240 -0.2622 0.1197
H 9.68403 8.53391 12.10434 -0.0565 0.2437 0.4213 0.0866
H 11.20595 9.05232 13.03413 -0.3859 0.6664 -0.3298 0.0849
H 11.14496 7.53155 12.29241 -0.3807 -0.4849 0.0588 0.0811
H 10.31012 8.47263 6.55762 0.5887 0.4614 -0.0725 0.0640
H 9.62824 8.00968 7.89130 -0.8308 -0.8064 -0.4898 0.0538
C 23.93403 13.73798 24.05893 0.1395 -1.1536 -0.8752 -0.0824
C 22.77222 14.48357 23.45984 -1.7002 0.9324 0.9479 -0.4171
C 22.09524 13.82584 22.19874 -0.3592 0.7584 1.9164 -0.1764
O 20.92871 14.62910 21.88333 1.3773 0.8251 -1.6140 -0.2105
C 20.40576 14.27962 20.58170 -0.0503 -1.4253 0.9418 -0.0943
N 21.78984 14.75508 24.56115 0.3873 -0.5678 -0.5621 0.0262
H 23.62250 12.71259 24.25797 -0.0838 -0.1696 0.3358 0.0745
H 24.35886 14.15032 24.97413 -0.2709 0.2811 -0.2238 0.0815
H 24.70887 13.61398 23.30240 0.3071 0.1931 0.0552 0.0735
H 23.09500 15.49935 23.23160 0.1498 -0.0573 -0.7069 0.1307
H 21.65686 12.85102 22.41240 0.4581 -0.4649 0.3409 0.1193
H 22.91407 13.68676 21.49286 -0.4740 0.4335 -0.9342 0.1187
H 19.60463 14.89015 20.16512 0.2234 0.5841 0.7339 0.0843
H 19.97010 13.30305 20.79292 -0.2827 -0.3752 -0.6798 0.0787
H 21.15921 14.14317 19.80595 0.3189 0.2423 0.1595 0.0805
H 20.98302 15.22258 24.17309 -0.0629 0.2734 -0.2057 0.0535
H 21.42254 13.85593 24.83812 -0.0941 -0.3142 0.3718 0.0591
C 22.69144 2.46022 16.34601 -1.7430 -0.1551 0.4539 -0.0641
C 23.02927 3.94537 16.57038 -0.5060 -1.1398 0.4923 -0.4434
C 22.04675 4.72405 17.45038 -0.9199 0.5253 -1.0086 -0.1726
O 22.26628 6.14445 17.14364 -0.0690 -1.6350 0.0304 -0.1788
C 21.32716 7.05134 17.63785 -0.8667 0.1834 0.7767 -0.1363
N 24.31296 3.98953 17.19800 1.2621 0.2847 -0.4408 0.0314
H 21.60196 2.42965 16.36000 -0.3223 -0.2366 -0.5469 0.0611
H 22.90317 1.72734 17.12457 0.6802 0.4077 0.3963 0.0733
H 23.02636 2.01395 15.40965 0.2094 0.4485 0.0078 0.0769
H 22.94373 4.33689 15.55673 0.5880 0.6781 0.1495 0.1406
H 22.08074 4.48382 18.51303 0.8902 0.2882 0.3173 0.1247
H 21.03801 4.36908 17.23930 -0.5602 0.6712 -0.6603 0.1044
H 20.35204 6.60980 17.84345 -0.1358 -0.4261 -0.1459 0.0779
H 21.11342 7.87328 16.95460 0.4760 -0.1098 -0.3313 0.0841
H 21.62076 7.49017 18.59143 0.3612 0.0632 0.1381 0.0808
H 24.17664 3.47153 18.05427 0.4365 -0.0136 0.2572 0.0702
H 24.53179 4.94339 17.44774 0.1956 0.1643 0.1091 0.0697
C 9.76418 5.93442 18.23210 -0.7034 -2.1607 -0.3150 -0.0782
C 9.98325 7.10453 19.14364 0.7503 0.0627 -1.6992 -0.4381
C 11.30385 7.01114 19.89367 -0.4824 1.3380 0.2706 -0.2753
O 11.43742 5.94818 20.72660 -0.8527 -2.4392 1.9549 -0.1761
C 10.40463 5.80686 21.76365 1.4942 -0.0388 -0.7146 -0.0535
N 10.07792 8.24182 18.22702 -0.4123 0.6761 0.5994 0.0327
H 9.77141 4.94500 18.68936 0.0836 0.0685 0.6659 0.0753
H 10.50517 5.79193 17.44550 0.4665 0.6055 0.0690 0.0803
H 8.81758 5.91300 17.69211 -0.2347 0.6285 0.1308 0.0790
H 9.14929 7.28334 19.82234 -0.0102 -0.1866 0.0660 0.1340
H 11.39271 7.90860 20.50587 -0.1104 0.7323 0.1275 0.1157
H 12.18127 7.05557 19.24848 -0.1664 -0.3677 -0.4300 0.1345
H 10.35956 6.72212 22.35388 -0.1703 0.1599 -0.0165 0.0838
H 10.75814 4.99712 22.40197 0.0309 0.0894 -0.0444 0.0846
H 9.42034 5.52115 21.39265 0.0415 0.2067 -0.3148 0.0808
H 10.53504 7.96465 17.37010 0.2049 0.0658 0.0625 0.0597
H 10.64503 8.92623 18.70667 0.0939 0.6481 -0.4192 0.0522
C 16.66137 3.01483 16.08876 0.5058 -0.3404 -0.7911 -0.0697
C 16.25263 4.46766 15.97898 0.5560 0.7731 1.5309 -0.4433
C 16.95181 5.34463 14.87590 -1.1982 -0.4494 0.1289 -0.1691
O 16.22397 6.55809 14.82067 -0.3889 -0.0603 1.5344 -0.2351
C 16.20532 7.29398 13.63437 0.2331 -0.7528 0.0781 -0.0990
N 14.80980 4.42243 15.81372 -0.0253 0.6627 -1.0240 0.0350
H 15.95965 2.42845 16.68193 -0.1709 0.3601 -0.0374 0.0792
H 17.65082 2.73637 16.45145 0.2122 0.5450 -0.0985 0.0691
H 16.58068 2.68477 15.05307 0.1125 -0.7030 -0.0899 0.0730
H 16.36135 4.98130 16.93420 0.4769 0.0772 0.1652 0.1319
H 16.77578 4.79205 13.95298 0.2605 -0.0941 -0.5215 0.1125
H 18.01433 5.56149 14.98595 0.1552 -0.3146 0.2891 0.1238
H 17.14148 7.84553 13.54779 0.0071 0.1800 -0.4600 0.0874
H 15.34620 7.96378 13.67172 0.1433 0.0539 -0.0246 0.0889
H 16.06875 6.55850 12.84159 0.1078 0.3780 -0.6569 0.0860
H 14.55873 5.38901 15.66273 -0.4453 0.4832 0.4165 0.0615
H 14.70308 4.10173 14.86196 -0.5356 -0.7757 -0.4347 0.0682
C 12.24279 12.52381 16.25586 1.5691 -0.5143 1.0220 -0.0519
C 13.23843 11.75369 17.21634 -0.6642 1.8366 0.5130 -0.3795
C 14.68071 12.38129 17.27087 -0.4406 -0.3640 -0.7947 -0.2215
O 15.50634 11.93388 18.31491 0.0022 -1.3793 1.5758 -0.2130
C 15.83194 10.50456 18.42048 -0.1902 1.1832 -1.3193 -0.0641
N 12.62656 11.80855 18.58603 0.6893 -1.4032 -1.0707 0.0403
H 12.42297 12.22585 15.22298 -0.2047 0.2592 -0.0281 0.0656
H 12.44958 13.58185 16.41677 -0.1387 0.1851 -0.3672 0.0625
H 11.21832 12.33578 16.57712 0.0960 -0.2285 -0.1869 0.0691
H 13.34223 10.73279 16.84879 -0.2289 -0.2457 0.4481 0.1164
H 14.64237 13.46556 17.37578 -0.3187 0.0724 0.3569 0.1178
H 15.23012 12.24723 16.33907 -0.1208 -0.3897 -0.5632 0.1125
H 16.25689 10.23661 17.45315 0.5059 -0.2468 0.0178 0.0793
H 15.01450 9.79414 18.54375 -0.5813 0.4573 0.3059 0.0741
H 16.53637 10.35600 19.23890 -0.0385 0.3566 -0.1832 0.0867
H 13.36265 11.46483 19.18614 -0.1212 0.1041 0.6213 0.0449
H 12.38600 12.73800 18.89962 0.1394 0.3130 -0.2867 0.0609
```
Forces are in eV/Å.